{"formula": "C31H27BCrNO3", "method": "the ωB97M-V functional and the def2-TZVPD basis", "symbols": ["C", "C", "N", "B", "H", "C", "C", "C", "C", "C", "H", "H", "H", "H", "H", "H", "H", "H", "H", "H", "H", "O", "C", "Cr", "C", "O", "C", "O", "C", "C", "C", "C", "C", "C", "C", "C", "C", "C", "C", "C", "C", "C", "C", "C", "C", "C", "C", "C", "C", "H", "H", "H", "H", "H", "H", "H", "H", "H", "H", "H", "H", "H", "H", "H"], "coordinates": [[-3.6256, -2.0866, 3.7864], [-3.1012, -3.2255, 2.9623], [-2.2720, -2.7947, 2.0195], [-2.2504, -1.2927, 1.9835], [1.3026, -0.0690, -0.1093], [-1.5390, -3.6344, 1.2592], [-0.5250, -2.8968, 0.4706], [-1.7084, -5.0060, 1.4098], [-2.6190, -5.5246, 2.3308], [-3.3123, -4.5877, 3.1188], [-4.5197, -2.3331, 4.3603], [-2.8347, -1.7502, 4.4750], [-3.7889, -1.2079, 3.1047], [-2.6356, -0.8227, 0.9862], [-1.3517, -0.8268, 2.6220], [-0.0919, -3.4705, -0.3648], [-0.9697, -1.9615, 0.0779], [0.2921, -2.5844, 1.1587], [-1.0940, -5.6720, 0.8179], [-2.7855, -6.5951, 2.4635], [-3.9913, -4.9287, 3.8735], [-4.7672, 2.6416, -1.8456], [-3.7019, 2.9436, -2.2176], [-1.9124, 3.5524, -2.5330], [-1.6592, 2.9393, -0.7664], [-1.6631, 2.6049, 0.3524], [-2.5446, 5.1744, -1.7303], [-3.0036, 6.0565, -1.1326], [-1.7280, 4.2143, -4.6041], [-2.0183, 2.8447, -4.5406], [-1.2182, 1.9809, -3.7527], [-0.0443, 2.4300, -3.1027], [0.8685, 1.6034, -2.3089], [1.6928, 1.1649, -1.5210], [2.2188, 0.3964, -0.3469], [2.5622, 1.2249, 0.9276], [2.7057, 2.6153, 0.8939], [3.0346, 3.3472, 2.0495], [3.2131, 2.7108, 3.2748], [2.9083, 1.3495, 3.3590], [2.5448, 0.6272, 2.2016], [2.9896, -0.9246, -0.6814], [2.6368, -1.5756, -1.8735], [3.0324, -2.8915, -2.1471], [3.8257, -3.5902, -1.2490], [4.1880, -2.9639, -0.0576], [3.7929, -1.6385, 0.2216], [0.1244, 3.8358, -3.0752], [-0.6511, 4.7106, -3.8576], [-2.3432, 4.8882, -5.2092], [-2.8868, 2.4544, -5.0801], [-1.5294, 0.9406, -3.6338], [2.5213, 3.1418, -0.0402], [3.1996, 4.4227, 1.9873], [3.6255, 3.2566, 4.1420], [2.9448, 0.8623, 4.3359], [2.2163, -0.4062, 2.3354], [1.9968, -1.0430, -2.5823], [2.6980, -3.3621, -3.0590], [4.1744, -4.5994, -1.4819], [4.7885, -3.5188, 0.6671], [4.0840, -1.1683, 1.1659], [0.9088, 4.2393, -2.4283], [-0.4040, 5.7783, -3.8619]], "forces_ev_per_a": [[0.6, -0.1, 0.0], [-0.5, -1.1, 0.7], [-0.3, -0.6, 0.1], [2.2, -0.2, -0.7], [-2.0, -0.8, 0.7], [-0.1, 0.1, 0.4], [0.8, 0.2, -0.6], [0.2, -0.1, -0.2], [-0.2, 1.4, 0.2], [0.2, -0.3, -0.1], [-0.1, 0.4, -0.3], [-0.3, -0.3, 0.0], [-0.5, -0.2, 0.3], [-0.8, 0.5, 0.0], [-0.7, 0.3, 0.2], [-0.2, 0.2, 0.4], [0.2, -0.4, 0.0], [-0.3, -0.3, -0.4], [0.0, 0.1, -0.1], [0.1, 0.4, -0.1], [-0.3, -0.1, 0.3], [3.5, 1.0, -1.5], [-3.6, -1.3, 1.6], [-2.5, 2.0, 1.4], [-0.3, -1.4, 3.3], [0.3, 0.9, -3.0], [-1.5, 3.2, 2.5], [1.4, -2.6, -2.0], [-0.4, 0.2, -1.1], [0.3, -0.8, -0.5], [-1.1, -1.7, -0.7], [3.5, -2.9, 1.4], [-4.6, 3.9, -4.5], [3.5, -2.7, 3.7], [1.3, 1.5, -0.5], [-0.5, 0.0, -0.1], [0.1, 0.2, 0.2], [0.1, -0.1, -0.4], [0.3, -0.2, 0.0], [-0.2, -0.1, -0.5], [0.2, 0.1, 0.6], [0.0, -0.4, -0.3], [-0.2, -0.2, 0.0], [-0.2, 0.7, 0.0], [0.1, 0.1, 0.3], [0.1, 0.5, 0.1], [-0.1, -0.1, 0.3], [1.2, 1.6, 0.4], [1.2, 0.1, 0.2], [0.2, -0.3, 0.3], [0.4, 0.1, 0.3], [0.2, 0.3, -0.3], [0.3, 0.0, 0.1], [-0.1, -0.3, -0.1], [-0.6, -0.3, -0.5], [0.0, 0.0, -0.4], [0.3, 0.2, -0.2], [0.2, -0.3, 0.1], [0.1, 0.0, -0.2], [-0.2, 0.3, 0.2], [-0.1, 0.4, -0.2], [0.0, -0.3, -0.4], [-0.3, 0.0, -0.4], [-0.3, -0.5, 0.1]], "charge": 2, "energy_ev": -69293.865, "homo_ev": [-10.77, -13.65], "fmax_ev_per_a": 7.5, "spin_multiplicity": 4}